Computed, not measured: one molecule with the formula C5H12N2O, with ωB97M-V/def2-TZVPD.

Last column: Mulliken charge in e.
Cartesian coordinates (Å):
C1 -0.22874 1.02985 0.36682  -0.83
N1 1.07339 0.80927 0.95981  -0.26
C2 1.37493 -0.52379 1.67786  -0.39
C3 0.98088 -1.78719 0.95614  -0.79
C4 -0.07204 0.81329 -1.26285  -0.74
N2 -1.32019 0.95893 -1.97517  -0.07
C5 -2.17971 -0.00427 -1.81983  0.12
O1 -3.31998 -0.07814 -2.23883  -0.57
H1 -0.90312 0.36570 0.87509  0.33
H2 -0.58262 1.98120 0.45407  0.56
H3 1.45422 1.64270 1.38343  0.21
H4 2.59222 -0.40760 1.96109  0.25
H5 0.98482 -0.50050 2.73527  0.29
H6 -0.02204 -1.73384 0.56047  0.22
H7 0.84306 -2.63912 1.81452  0.29
H8 1.73480 -2.07195 0.15232  0.22
H9 0.29337 -0.25160 -1.26194  0.28
H10 0.57754 1.46044 -1.66567  0.45
H11 -1.48947 1.90917 -2.29201  0.23
H12 -1.79132 -0.97255 -1.38060  0.21

* electronic energy: -10405.38826 eV
* relative energy (zero: lowest compared OMol25 entry of this formula, charge and spin): 70.0 kcal per mole
* SMILES: CCNCCNC=O


Computed, not measured: C5H8O3 as an isolated structure, with ωB97M-V/def2-TZVPD.

Last column: Mulliken charge in e.
Cartesian coordinates (Å):
C1 0.96052 0.34804 0.42192  0.17
C2 1.01439 -1.21412 0.11667  -0.64
C3 -1.05144 -0.65200 -0.78547  -0.27
C4 -1.47249 -0.40948 0.67961  -0.32
C5 -0.49962 0.66176 0.08949  0.31
H1 1.62942 2.01857 -0.64623  0.32
H2 1.33795 0.58415 1.41184  0.31
H3 2.03198 -1.45550 -0.16393  0.44
H4 0.63878 -1.51651 1.25824  0.15
H5 -1.53271 -0.20717 -1.66163  0.40
H6 -0.94231 -1.21497 1.34799  0.08
H7 -2.68657 -0.35408 1.00472  0.29
H8 -0.63219 2.16501 -1.33330  0.36
O1 2.04349 0.90500 -0.30702  -0.61
O2 0.13428 -1.53084 -1.03620  -0.39
O3 -0.97349 1.87214 -0.39668  -0.60

* electronic energy: -11451.47844 eV
* relative energy (zero: lowest compared OMol25 entry of this formula, charge and spin): 139.3 kcal per mole


Computed, not measured: one molecule with the formula C6H6O2S, with ωB97M-V/def2-TZVPD.

Last column: Mulliken charge in e.
Cartesian coordinates (Å):
C1 -1.28036 0.38073 0.86956  -0.44
C2 -0.28830 1.22814 0.65251  -0.36
C3 -1.40858 -0.86602 0.14670  0.40
C4 -0.17509 -1.54139 -0.37497  -0.52
C5 0.87565 -0.55492 -0.77728  -0.65
C6 0.82355 0.83786 -0.08861  0.90
O1 -2.51005 -1.42212 0.03459  -0.58
O2 2.13881 1.19541 0.15993  -0.49
S1 0.64325 0.77847 -2.01163  -0.18
H1 -2.23119 0.84585 1.24425  0.33
H2 -0.40741 2.25590 1.24534  0.17
H3 0.28502 -2.18594 0.35401  0.33
H4 -0.49217 -2.19794 -1.17350  0.31
H5 1.95186 -0.83623 -0.88700  0.47
H6 2.07501 2.08220 0.60610  0.31

* electronic energy: -21247.32475 eV
* relative energy (zero: lowest compared OMol25 entry of this formula, charge and spin): 33.1 kcal per mole
* SMILES: O=C1C=C[C@]2(O)S[C@@H]2C1


no.,Kohn-Sham gap (Eh),largest force on an atom (eV/Å)
1,0.3464,5.98
2,0.3282,7.39
3,0.3102,6.31